Entry from the Open Molecules 2025 dataset: a molecular structure, C36H36N8O4S2W (ωB97M-V/def2-TZVPD).

Positions of all 87 atoms, in Å:
W: 0.026 -0.086 -0.212
C: -3.710 0.538 -1.809
O: -4.586 -0.005 -0.826
C: -4.126 -0.378 0.394
C: -5.103 -0.544 1.368
C: -4.781 -0.934 2.661
C: -3.459 -1.144 3.001
C: -2.458 -0.978 2.042
C: -1.083 -1.220 2.457
N: -0.024 -0.952 1.763
N: 1.220 -1.235 2.218
C: 2.064 -0.673 1.231
O: 1.718 -1.119 -0.088
C: 3.529 -0.856 1.507
C: 3.970 -1.476 2.670
C: 5.329 -1.635 2.900
C: 6.252 -1.172 1.972
C: 5.811 -0.557 0.808
C: 4.453 -0.403 0.575
C: -2.784 -0.621 0.726
O: -1.844 -0.573 -0.233
H: -4.367 0.965 -2.564
H: -3.084 -0.232 -2.255
H: -3.074 1.318 -1.383
H: -6.128 -0.354 1.079
H: -5.562 -1.059 3.398
H: -3.183 -1.431 4.008
H: -0.911 -1.654 3.441
H: 3.238 -1.829 3.382
H: 5.668 -2.119 3.806
H: 7.312 -1.294 2.153
H: 6.528 -0.201 0.079
H: 4.104 0.065 -0.339
C: 2.547 1.750 2.993
C: 1.658 1.763 1.786
N: 1.584 0.755 0.997
N: 1.032 1.234 -1.620
C: 1.211 0.456 -2.612
S: -0.138 -0.573 -2.742
S: 2.675 0.448 -3.622
C: 2.417 2.042 -4.495
C: 2.384 3.246 -3.599
C: 3.498 3.607 -2.848
C: 3.439 4.683 -1.981
C: 2.264 5.414 -1.857
C: 1.154 5.067 -2.609
C: 1.215 3.984 -3.477
C: 0.880 2.962 1.457
C: 1.297 4.223 1.901
C: 0.576 5.357 1.596
C: -0.600 5.229 0.850
C: -1.033 4.001 0.406
C: -0.294 2.841 0.694
O: -0.792 1.673 0.328
H: 2.570 0.749 3.420
H: 2.183 2.456 3.735
H: 3.567 2.029 2.717
H: 1.505 1.970 -5.086
H: 3.261 2.079 -5.185
H: 4.408 3.022 -2.926
H: 4.307 4.952 -1.393
H: 2.213 6.244 -1.166
H: 0.233 5.626 -2.510
H: 0.340 3.700 -4.049
H: 2.203 4.307 2.486
H: 0.911 6.326 1.936
H: -1.180 6.113 0.615
H: -1.947 3.892 -0.163
C: -1.598 -4.802 2.825
C: -1.394 -6.097 2.044
C: -2.705 -6.616 1.463
C: -0.301 -5.933 0.985
N: -0.455 -4.717 0.193
C: 0.228 -3.574 0.269
N: -0.346 -2.711 -0.530
N: -1.387 -3.340 -1.102
N: -1.462 -4.546 -0.677
H: -2.225 -4.977 3.700
H: -2.097 -4.046 2.213
H: -0.651 -4.380 3.172
H: -1.002 -6.855 2.731
H: -3.091 -5.944 0.697
H: -3.458 -6.698 2.248
H: -2.578 -7.602 1.015
H: -0.260 -6.776 0.295
H: 0.673 -5.838 1.468
H: 1.075 -3.370 0.903

Spin multiplicity: 3
Expectation value of S²: 2.02
E_HOMO (alpha / beta), eV: -6.8 / -7.1
Electronic energy, eV: -81521.5337